This record from the OMol25 dataset describes a molecular structure, C23H32BrFIN6NaSSe5Te. The level of theory is ωB97M-V/def2-TZVPD.

Computed properties:
Charge: -2
HOMO-LUMO gap in eV: 4.47
LUMO in eV: 3.4
HOMO in eV: -1.04
Energy above the lowest of the compared OMol25 structures with the same formula, charge and spin in kcal/mol: 0.0
E in Eh: -17031.54232

Geometry as XYZ:
```
72
Properties=species:S:1:pos:R:3:forces:R:3:lowdin_charge:R:1
Na -0.41380 1.01297 0.00455 -0.259 0.007 0.150 -0.191
Se -3.44343 3.02263 2.58790 -0.101 -0.026 -0.077 -0.272
Se -1.37238 3.23840 3.66410 0.079 0.059 0.133 -0.331
Te -0.16694 3.77717 1.46627 -0.032 0.031 0.087 0.173
Se 2.23190 4.17125 2.00294 -0.169 0.269 0.485 -0.358
C -2.80195 4.09524 -1.44848 0.045 -0.010 -0.004 -0.423
Se -3.70843 2.45988 -1.98087 0.036 0.051 0.006 0.890
C -2.39071 1.84133 -3.28631 0.014 -0.018 -0.005 -0.580
C -2.53938 0.35003 -3.55275 -0.043 0.079 0.108 -0.560
Se -2.04252 -0.76291 -2.01839 -0.003 -0.105 -0.159 0.888
C -3.82246 -1.02448 -1.27316 0.070 -0.023 0.014 -0.430
H -1.74195 3.87898 -1.31662 -0.099 0.030 -0.024 -0.038
H -3.21711 4.38698 -0.48585 0.004 -0.014 0.017 -0.013
H -2.94797 4.88112 -2.18752 0.008 -0.017 0.008 0.013
H -1.41286 2.05520 -2.85043 -0.124 -0.009 -0.150 0.004
H -2.50371 2.41305 -4.21056 -0.007 -0.035 -0.008 0.060
H -1.88764 0.04487 -4.37356 0.005 0.001 0.065 0.039
H -3.56393 0.08014 -3.81885 0.018 0.020 -0.050 0.052
H -4.49447 -1.36507 -2.06037 0.002 0.006 0.017 0.016
H -4.18284 -0.10704 -0.81801 -0.018 0.022 0.019 -0.020
H -3.71300 -1.79493 -0.51258 -0.016 0.007 -0.025 -0.015
Br 3.81008 -3.25481 -2.84143 0.053 -0.037 0.043 0.589
C 2.62175 -2.01775 -3.73702 -0.114 0.078 -0.100 -0.723
C 2.55057 -2.15151 -5.11780 0.021 -0.053 -0.042 -0.181
C 1.71649 -1.30174 -5.82750 -0.002 -0.008 -0.009 -0.128
C 0.97711 -0.34574 -5.14242 -0.025 0.003 0.017 -0.120
C 1.08197 -0.25389 -3.76121 -0.012 -0.017 0.014 -0.186
C 1.91233 -1.08963 -3.00764 0.121 -0.019 0.047 -0.506
I 2.07047 -0.67377 -0.62821 -0.024 -0.162 0.180 1.085
H 3.13453 -2.90623 -5.62940 0.017 -0.016 -0.002 0.077
H 1.64680 -1.38883 -6.90492 0.004 -0.002 -0.030 0.085
H 0.32475 0.32865 -5.68746 -0.012 0.020 -0.010 0.089
H 0.50276 0.50462 -3.24112 0.004 0.056 0.004 0.046
N 3.60567 2.67105 -0.26785 0.216 -0.041 -1.071 0.111
C 3.59068 3.33837 -1.43248 0.531 -0.341 1.081 -0.520
N 4.73653 3.98548 -1.81215 0.036 -0.030 -0.015 0.143
N 2.59091 3.38808 -2.26171 -0.360 0.264 -0.746 0.124
C 1.42607 2.92475 -1.89849 0.597 0.168 -0.085 -0.346
N 0.36608 2.56374 -1.62258 -0.649 -0.281 -0.009 0.118
H 4.24135 2.96689 0.45522 -0.178 -0.003 0.064 0.052
H 2.71198 2.34787 0.09063 0.223 0.132 0.114 -0.019
H 5.37506 4.25011 -1.08211 -0.012 -0.006 0.004 0.092
H 4.58829 4.67241 -2.53237 -0.004 -0.008 0.037 0.094
C -3.04841 -3.71454 2.77568 0.070 -0.051 -0.025 -0.079
N -3.24629 -2.34317 3.13495 -0.049 -0.027 -0.027 -0.179
C -4.13586 -1.95295 4.20930 -0.050 0.022 0.050 -0.130
C -4.00353 -0.41889 4.22942 -0.065 -0.008 0.058 -0.145
N -2.93456 -0.18073 3.28174 0.016 -0.025 -0.017 0.005
C -2.56942 -1.27915 2.62632 0.020 0.166 -0.014 -0.767
S -1.45347 -1.35143 1.37811 0.117 -0.203 -0.053 0.688
H -2.72076 -4.30056 3.64117 0.008 -0.010 0.005 0.084
H -2.28091 -3.75929 2.00381 -0.037 0.000 0.024 0.046
H -3.97286 -4.15520 2.38868 -0.009 -0.006 0.002 0.083
H -3.82528 -2.40955 5.15614 0.029 0.002 -0.007 0.114
H -5.15923 -2.28208 4.00141 0.006 -0.008 0.021 0.113
H -3.73622 -0.03772 5.21555 -0.023 0.001 -0.011 0.115
H -4.91687 0.08776 3.91082 0.031 0.001 -0.019 0.106
H -2.81015 0.76222 2.89420 0.023 0.119 0.009 -0.061
F 4.73820 -4.49808 4.18865 -0.018 0.019 -0.018 -0.001
C 4.10402 -3.44417 3.58375 0.000 0.001 0.008 -0.304
C 2.73007 -3.46411 3.46343 0.054 -0.032 0.023 -0.031
C 2.09551 -2.39074 2.85848 -0.065 0.014 -0.014 -0.045
C 2.81114 -1.28844 2.37260 0.050 -0.037 0.005 -0.367
C 2.14028 -0.18030 1.68686 0.007 0.073 -0.213 -0.452
C 4.20408 -1.32425 2.51101 0.005 0.033 -0.002 -0.054
C 4.85634 -2.38909 3.11334 -0.005 -0.056 0.031 -0.037
H 2.17024 -4.31056 3.83965 -0.009 -0.019 0.004 0.106
H 1.01694 -2.39818 2.74760 0.002 0.008 -0.001 0.079
H 2.67346 0.76498 1.78348 0.001 -0.004 0.055 0.014
H 1.10813 -0.05527 2.01146 0.015 -0.018 0.037 0.006
H 4.78575 -0.49311 2.13048 0.012 0.023 -0.001 0.109
H 5.93305 -2.40634 3.22045 0.022 -0.002 -0.003 0.104
```
Forces are in eV/Å.